Record 1
The following is a DFT calculation (ωB97M-V with the def2-TZVPD basis set) of a structure of composition C35H35BrIrN5O4Si at a distorted geometry.

Geometry as XYZ:
```
82
Properties=species:S:1:pos:R:3:forces:R:3
Ir -0.683 -2.664 0.581 1.06 1.32 -0.42
Br -1.669 -4.057 2.500 0.11 -0.15 0.12
Si -2.096 -3.734 -0.984 0.16 -0.03 0.28
O 0.960 -1.746 1.969 -1.19 -0.28 0.10
O 6.023 6.210 -3.205 -0.08 -0.41 0.28
O -0.703 0.339 -2.702 0.03 0.16 0.01
O -1.153 -0.935 -0.387 -0.24 -0.26 -0.05
N -1.301 0.538 1.537 -0.04 -0.04 0.02
N 4.784 0.445 -1.143 0.57 2.01 -1.16
N 1.160 -2.582 -0.626 -0.87 -0.30 1.04
N -1.685 -0.355 2.420 0.07 0.12 -0.09
N 5.553 1.387 -0.689 -0.48 -0.73 0.50
C 5.647 2.526 -1.406 0.29 -0.28 -0.37
C -1.540 1.271 -2.156 0.11 -0.05 -0.05
C 2.070 -1.712 -0.123 -0.44 0.31 1.30
C -4.571 -1.943 6.212 0.00 0.01 0.00
C -5.400 -1.094 6.925 0.01 0.00 0.00
C 1.299 -3.003 -1.873 0.07 -0.02 -0.34
C 3.824 0.168 1.069 0.32 0.26 -0.62
C 6.725 4.675 -1.614 0.11 -0.01 0.05
C 2.343 -2.576 -2.693 -0.17 -0.30 -0.03
C 5.857 4.996 -2.677 0.25 0.36 -0.06
C -1.343 -5.420 -1.389 -0.05 -0.04 -0.02
C 4.805 2.846 -2.495 0.03 0.17 -0.24
C -4.678 0.740 5.556 -0.01 0.00 0.00
C 4.906 4.066 -3.121 -0.21 -0.28 -0.01
C 2.861 -0.372 1.841 -0.45 -0.49 -0.16
C -2.638 2.277 -0.273 -0.02 0.00 0.04
C -3.800 -4.041 -0.257 -0.06 -0.01 -0.07
C 3.244 -1.661 -2.210 0.11 0.25 0.29
C -3.263 3.184 -1.116 0.00 -0.02 -0.01
C 6.621 3.468 -0.989 -0.05 0.04 0.02
C 5.126 6.648 -4.224 -0.07 0.05 -0.15
C -2.375 -1.407 2.120 0.05 -0.18 -0.10
C -5.460 0.251 6.593 0.00 0.00 0.00
C -1.767 1.320 -0.776 -0.07 -0.09 -0.12
C 3.111 -1.205 -0.890 0.43 0.54 -0.31
C -3.859 -0.109 4.830 0.00 -0.01 0.00
C -2.535 -2.415 3.175 0.09 -0.19 0.00
C -2.145 2.188 -3.001 -0.03 0.01 0.01
C 3.966 -0.169 -0.325 -0.40 -1.28 1.26
C -3.005 3.141 -2.479 0.00 0.00 -0.01
C -2.315 -2.726 -2.545 0.01 -0.01 -0.06
C 1.896 -1.299 1.293 1.03 -0.06 -1.12
C -3.022 -2.469 4.406 -0.09 -0.09 -0.05
C -3.810 -1.469 5.141 0.01 0.01 0.01
C -0.992 0.352 0.097 0.28 -0.18 0.30
H 5.293 6.093 -5.149 0.00 0.00 0.02
H 7.277 3.203 -0.171 -0.02 -0.01 0.03
H -6.108 0.918 7.146 0.02 0.01 0.02
H -4.698 1.795 5.316 -0.02 0.00 -0.02
H 5.351 7.697 -4.383 0.02 -0.01 -0.01
H -1.398 -2.263 -2.913 0.02 -0.04 -0.03
H -0.708 -5.806 -0.587 -0.03 0.03 0.00
H -4.516 -2.991 6.481 -0.02 -0.01 -0.02
H -2.699 -3.368 -3.343 -0.04 0.00 0.01
H 0.554 -3.698 -2.235 -0.04 0.05 -0.02
H -2.154 -6.138 -1.533 0.00 -0.02 -0.03
H 2.754 -0.122 2.888 0.04 -0.02 0.03
H -0.658 -0.394 -2.064 -0.04 -0.09 0.05
H -2.822 2.317 0.792 -0.02 -0.02 0.00
H -0.757 -5.426 -2.310 0.02 0.01 -0.01
H 0.075 0.642 0.036 0.01 -0.02 0.01
H -0.726 1.241 1.975 0.04 -0.03 0.01
H -5.995 -1.483 7.740 0.00 0.00 0.01
H -2.866 -1.595 1.166 -0.03 0.13 -0.08
H 4.090 6.541 -3.903 0.02 0.02 0.01
H 4.256 4.293 -3.952 -0.01 0.01 0.02
H 4.529 0.882 1.475 -0.06 0.06 -0.03
H -3.779 -4.791 0.533 0.00 0.01 0.01
H 2.412 -2.956 -3.702 0.01 -0.02 0.02
H -1.942 2.130 -4.062 -0.01 -0.01 0.00
H 4.050 -1.282 -2.823 -0.03 0.05 -0.04
H -4.460 -4.415 -1.045 -0.01 0.01 -0.01
H 7.465 5.405 -1.319 -0.02 0.01 0.01
H -3.036 -1.923 -2.381 0.02 0.03 0.00
H -3.242 0.288 4.040 0.00 0.00 0.00
H -4.260 -3.134 0.143 -0.01 0.00 0.00
H -2.900 -3.409 4.935 0.01 0.00 -0.01
H 4.078 2.121 -2.835 -0.01 0.00 0.05
H -3.949 3.915 -0.712 0.02 0.01 0.01
H -3.485 3.846 -3.144 0.00 0.00 0.00
```
Positions in Å, forces in eV/Å.

- F_max: 2.4 eV/A
- Spin multiplicity: 2
- Charge: +1
- Gap between HOMO and LUMO (alpha / beta): 2.933 / 3.399 eV
- <S²>: 0.972
- HOMO level (alpha / beta): -8.82 / -9.13 eV


Record 2
The following is a DFT calculation (ωB97M-V with the def2-TZVPD basis set) of an isolated molecule of C6H12N2O at a distorted geometry.

Geometry as XYZ:
```
21
Properties=species:S:1:pos:R:3:forces:R:3
O -0.185 0.506 3.047 -0.12 1.34 1.21
N -1.817 -1.260 0.178 2.28 -2.17 1.03
N -0.534 -0.866 -0.237 -0.07 0.50 -1.01
C 0.217 -0.030 0.676 -0.90 1.72 0.37
C 0.168 1.523 0.044 -1.97 -3.32 -0.32
C -0.322 -0.261 -1.584 -1.28 -1.35 -1.28
C 0.204 1.155 -1.449 -0.76 2.25 -1.44
C -0.304 -0.269 2.165 1.44 0.49 -3.04
C 1.677 -0.523 0.627 -1.79 0.72 5.30
H 0.402 -0.886 -2.094 0.33 -0.12 -0.16
H 2.339 0.135 0.228 1.88 1.72 -1.74
H 1.946 -0.500 1.762 0.20 -0.29 -1.78
H -0.590 1.834 -1.939 1.53 -0.81 0.39
H 0.980 2.064 0.368 1.83 1.32 0.80
H -1.239 -0.316 -2.303 1.17 0.01 1.69
H -1.953 -2.217 -0.132 0.03 0.09 0.20
H 1.186 1.344 -2.008 -1.29 -0.41 1.01
H -0.605 -1.271 2.298 -0.70 -1.57 0.43
H -0.767 2.102 0.182 0.50 -0.64 0.66
H -2.543 -0.755 -0.162 -2.53 2.36 -1.38
H 1.737 -1.510 0.331 0.24 -1.85 -0.95
```
Positions in Å, forces in eV/Å.

- F_max: 5.6 eV/A
- SMILES string: C[C@@]1(C=O)CCCN1N
- Charge: 0
- Gap between HOMO and LUMO: 9.602 eV
- HOMO level: -8.69 eV


Record 3
The following is a DFT calculation (ωB97M-V with the def2-TZVPD basis set) of a structure of composition C19H38NO4P3Pd at a distorted geometry.

Geometry as XYZ:
```
66
Properties=species:S:1:pos:R:3:forces:R:3
Pd -1.143 -1.565 -1.363 3.86 3.09 8.12
P -2.296 3.086 -0.023 2.27 -1.26 -0.43
P -1.222 -2.414 1.839 -0.67 -2.62 2.80
P 3.527 -0.611 -1.359 -1.08 0.20 1.08
O 1.632 -0.857 0.899 0.41 -0.12 0.65
O 1.356 2.604 -0.511 0.60 0.20 0.34
O 2.891 2.075 1.080 -0.65 0.46 -0.96
O -0.294 1.173 0.980 1.05 -0.51 0.92
N 3.700 4.333 1.489 0.50 0.91 0.10
C -0.529 -1.889 -3.311 0.76 0.50 -2.49
C 2.591 4.350 0.501 0.22 0.06 0.21
C 4.955 -0.086 -0.454 1.04 0.16 -0.33
C -3.003 -2.183 -2.010 -2.38 -1.34 0.40
C 2.240 2.877 0.339 -0.51 -1.20 -0.35
C -0.309 -4.034 1.849 0.54 0.57 -1.41
C -1.184 1.818 0.625 -2.65 0.20 -1.42
C -1.438 -0.830 -3.297 0.32 1.41 -2.24
C -0.916 -3.116 -2.779 1.11 -2.41 -0.34
C 2.300 -0.831 -0.057 -0.95 -0.30 -1.97
C -0.716 -1.745 3.475 0.51 1.65 -0.84
C -2.974 -2.858 2.247 -0.39 0.79 -1.35
C -3.976 2.477 -0.101 -0.59 0.03 0.73
C -1.726 3.123 -1.732 0.22 -0.10 -0.32
C -1.828 4.549 0.867 -0.74 0.93 0.46
C 2.811 0.590 -2.478 -0.39 0.52 -0.29
C -2.678 -1.001 -2.681 -1.53 1.13 -0.91
C 3.608 -2.159 -2.258 0.10 -0.67 0.21
C -2.076 -3.243 -2.009 -2.09 -2.40 -0.33
H -0.818 -2.420 4.332 -0.22 -0.43 -0.56
H -1.859 4.360 1.954 -0.16 0.07 -0.41
H -0.232 -3.967 -2.823 -0.05 0.30 0.12
H -0.795 4.833 0.602 -0.46 -0.30 -0.17
H -4.612 3.237 -0.572 0.11 0.06 0.11
H -2.525 5.365 0.619 0.28 -0.03 0.21
H -4.382 2.244 0.888 0.03 0.22 -0.04
H -3.368 -0.162 -2.632 0.07 -0.12 -0.02
H -0.584 -4.777 2.607 -0.43 0.54 0.10
H 2.930 4.798 -0.433 -0.16 -0.08 0.05
H -0.434 -4.485 0.859 0.04 -0.20 0.17
H -2.148 2.291 -2.311 -0.12 0.28 0.29
H 1.754 4.926 0.897 0.10 -0.08 -0.06
H -4.051 1.559 -0.697 0.41 0.31 0.05
H 2.230 1.371 -1.960 0.38 -0.15 0.19
H 4.596 4.472 1.012 -0.06 -0.06 0.31
H -3.923 -2.251 -1.410 0.43 0.02 -0.50
H 5.694 0.349 -1.150 0.00 -0.19 0.38
H -3.417 -3.383 1.395 -0.04 -0.07 0.19
H 3.657 3.344 1.870 0.09 0.19 -0.09
H -2.069 4.064 -2.173 0.02 -0.04 -0.03
H -3.521 -1.909 2.344 0.02 -0.21 0.06
H -1.314 -0.851 3.667 0.05 -0.06 0.12
H 4.518 -2.166 -2.881 -0.23 0.00 0.19
H 0.323 -1.419 3.402 0.03 -0.02 0.16
H 3.620 1.063 -3.053 -0.11 -0.14 0.14
H -1.155 0.146 -3.693 -0.15 -0.31 -0.09
H 0.477 -1.731 -3.692 -0.31 -0.24 -0.23
H 3.609 5.067 2.192 0.13 -0.15 0.13
H 2.724 -2.297 -2.902 0.41 0.34 0.26
H -3.159 -3.441 3.161 0.71 0.09 -0.16
H -0.634 3.057 -1.807 -0.12 0.24 0.30
H 2.119 0.109 -3.192 0.49 -0.06 0.34
H 3.636 -3.015 -1.568 0.26 0.23 -0.14
H 4.642 0.658 0.298 -0.06 -0.21 -0.41
H 5.380 -0.959 0.071 -0.05 0.30 -0.27
H 0.760 -3.809 1.959 -0.21 -0.03 0.02
H -2.252 -4.124 -1.379 -0.05 0.14 -0.70
```
Positions in Å, forces in eV/Å.

- F_max: 9.5 eV/A
- Spin multiplicity: 5
- Charge: +4
- Gap between HOMO and LUMO (alpha / beta): 6.588 / 5.150 eV
- <S²>: 6.025
- HOMO level (alpha / beta): -17.68 / -19.70 eV


Record 4
The following is a DFT calculation (ωB97M-V with the def2-TZVPD basis set) of the ion C15H22N3O4 with charge +1 at a distorted geometry.

Geometry as XYZ:
```
44
Properties=species:S:1:pos:R:3:forces:R:3
O -0.102 -1.311 2.300 0.00 0.10 -0.23
O 5.490 -1.366 -0.457 0.36 -0.11 0.06
O -1.022 0.686 0.691 -0.15 0.20 0.17
O 4.278 -0.430 -1.971 0.10 0.15 -0.37
N -3.321 1.184 -0.351 0.41 -0.08 0.35
N 4.445 -0.936 -0.882 0.12 0.02 -0.13
N -0.615 -0.104 -1.392 0.12 -0.15 -0.32
C 1.034 -1.226 1.603 0.25 0.03 -0.31
C -0.095 -1.924 3.577 0.00 -0.17 0.31
C -4.388 0.708 0.555 -0.39 -0.17 0.51
C 3.285 -1.037 -0.026 -0.84 -0.13 0.69
C -1.438 2.120 -2.092 -0.08 0.06 -0.19
C 2.082 -0.501 -0.459 0.19 -0.08 0.11
C 2.263 -1.754 2.016 -0.40 0.05 0.15
C -2.766 2.868 -2.099 0.18 -0.06 0.08
C -3.065 0.280 -1.487 0.20 -0.46 -0.48
C -4.396 1.489 1.858 0.00 -0.02 -0.18
C -1.686 0.597 -2.094 -0.11 0.24 0.30
C 0.955 -0.587 0.342 0.21 -0.10 0.42
C -3.541 2.576 -0.813 -0.07 0.68 -0.34
C -0.308 0.052 -0.089 0.22 -0.23 -0.31
C 3.378 -1.659 1.213 0.15 0.20 -0.46
H 2.066 0.012 -1.410 -0.01 0.01 -0.02
H 0.028 -0.636 -1.957 -0.05 -0.06 0.10
H -5.097 1.027 2.548 -0.06 -0.03 0.04
H -4.706 2.520 1.714 -0.02 0.11 0.02
H -2.380 1.126 0.202 -0.51 0.05 -0.28
H -4.193 -0.344 0.772 0.04 0.05 -0.15
H -1.119 -1.848 3.940 0.10 -0.03 0.00
H -0.871 2.400 -1.203 0.03 -0.02 -0.01
H 0.189 -2.977 3.510 0.00 0.05 -0.01
H -3.210 3.246 -0.019 -0.06 -0.10 0.01
H -3.852 0.394 -2.235 -0.01 0.03 0.10
H -2.588 3.940 -2.167 -0.09 0.00 -0.01
H -3.074 -0.753 -1.133 -0.08 0.13 0.04
H 4.329 -2.062 1.529 0.02 -0.02 0.02
H -3.343 2.580 -2.978 -0.07 0.05 -0.01
H 2.349 -2.240 2.974 -0.02 -0.06 0.08
H 0.572 -1.402 4.266 -0.01 -0.01 -0.05
H -3.410 1.472 2.315 0.10 0.02 0.09
H -4.610 2.731 -0.978 0.03 -0.09 0.14
H -0.843 2.400 -2.960 0.06 -0.03 0.04
H -5.352 0.785 0.046 0.13 -0.05 -0.09
H -1.679 0.217 -3.118 -0.04 0.02 0.13
```
Positions in Å, forces in eV/Å.

- F_max: 1.1 eV/A
- SMILES string: CC[N@@H+]1CCC[C@@H](NC(=O)c2cc([N+](=O)[O-])ccc2OC)C1
- Charge: +1
- Gap between HOMO and LUMO: 9.244 eV
- HOMO level: -12.03 eV


Record 5
The following is a DFT calculation (ωB97M-V with the def2-TZVPD basis set) of a cluster of 7 separate species, C49H35ClO26 in total.

Geometry as XYZ:
```
111
Properties=species:S:1:pos:R:3:forces:R:3
Cl 11.776 -3.032 1.832 0.17 -0.23 -0.03
O -6.463 -2.627 -0.938 -0.25 -0.18 -0.03
O -8.754 -3.751 -0.251 0.23 0.07 -0.08
O -3.920 8.044 -0.424 0.03 0.02 0.19
O -1.524 -1.939 -0.288 -0.21 -0.17 0.09
O -1.764 3.302 -1.310 0.00 -0.01 -0.19
O 5.544 6.869 4.294 -0.19 -0.01 0.08
O -0.735 -0.923 -4.471 0.09 -0.02 -0.09
O -9.277 -5.235 2.892 0.12 0.11 -0.02
O -5.705 0.228 2.106 0.04 0.20 0.00
O -3.016 6.716 1.661 -0.06 0.08 -0.12
O 8.017 0.940 -0.913 0.26 0.59 -0.10
O 3.226 5.718 3.833 0.13 0.08 0.04
O 5.283 3.454 0.274 0.10 0.03 -0.03
O -9.764 0.100 4.033 -0.11 -0.10 0.04
O -11.655 -1.607 4.686 0.04 0.19 0.00
O -3.669 1.804 1.557 -0.15 0.00 0.05
O -7.350 -3.535 2.303 -0.07 -0.23 -0.03
O -10.826 -0.979 -3.424 0.07 0.12 -0.13
O 3.887 -3.366 -2.796 -0.18 -0.02 0.15
O -3.589 -3.503 0.200 0.14 0.08 -0.02
O -2.603 4.661 -3.404 0.05 -0.09 0.12
O 1.878 -2.893 -1.099 0.14 -0.10 -0.02
O 4.796 -2.923 -0.108 -0.57 -0.79 -0.03
O 7.624 4.545 0.784 -0.20 -0.07 -0.01
O -8.538 0.095 -4.150 -0.14 -0.04 0.03
O 1.208 -1.481 -6.149 -0.16 0.09 0.01
C -10.692 -2.097 4.127 -0.12 -0.40 -0.01
C -9.568 -1.176 3.734 0.23 0.15 -0.09
C -8.779 -2.821 -1.199 -0.29 -0.09 0.06
C -4.756 -1.719 1.176 -0.04 0.13 0.23
C 9.315 -1.478 -0.175 -0.18 -0.76 0.07
C -9.906 -2.430 -1.807 -0.12 0.08 -0.08
C 11.298 -3.058 0.083 -0.22 0.85 -0.01
C 6.036 0.330 0.200 0.08 -0.10 0.07
C 7.384 0.084 -0.348 0.10 -0.41 0.08
C -2.470 -1.394 0.255 0.12 0.38 0.02
C -3.677 -2.233 0.569 -0.22 -0.12 0.07
C -7.440 -2.225 -1.544 0.22 0.23 -0.26
C 5.214 -0.687 0.436 -0.05 0.59 0.18
C -4.770 -0.320 1.542 -0.10 -0.40 -0.05
C 9.818 -2.757 0.063 -0.07 -0.18 -0.03
C -8.510 -0.822 -3.192 0.29 0.10 -0.05
C -2.493 0.015 0.605 0.17 -0.08 -0.08
C -2.746 5.219 -2.209 -0.11 0.18 -0.22
C -9.461 -3.959 3.208 -0.21 -0.18 0.06
C 7.940 -1.282 -0.135 0.25 0.15 -0.02
C 1.419 -1.811 -4.994 0.37 -0.15 -0.05
C 6.601 4.887 1.556 0.30 0.13 0.05
C -2.338 4.944 0.281 0.11 -0.19 0.03
C -9.851 -1.402 -2.832 -0.17 -0.28 0.25
C 5.541 6.080 3.369 0.42 0.01 -0.14
C -3.419 6.966 -0.682 -0.04 -0.02 -0.42
C -3.572 0.525 1.210 0.26 0.16 -0.11
C 7.068 -2.334 0.110 0.30 -0.37 0.05
C -8.329 -3.039 2.840 0.04 0.44 0.04
C 6.708 5.761 2.567 -0.03 0.11 0.14
C 5.613 -2.072 0.122 0.37 0.44 0.17
C -3.300 6.425 -2.025 -0.06 0.14 0.06
C 0.475 -1.872 -2.694 -0.02 0.03 0.11
C 1.693 -2.534 -2.244 -0.32 0.12 0.01
C 2.641 -2.448 -4.545 -0.06 0.06 -0.15
C 2.785 -2.789 -3.255 0.22 -0.05 -0.17
C 4.132 4.521 2.033 0.01 -0.12 -0.14
C 7.564 -3.614 0.338 0.48 0.16 -0.19
C -7.383 -1.213 -2.583 0.11 -0.05 0.09
C -8.457 -1.625 3.131 0.18 -0.08 -0.11
C -2.890 6.150 0.467 0.10 -0.17 0.17
C 12.149 -2.089 -0.756 0.44 -0.28 0.45
C 12.743 -0.894 -0.021 -0.22 0.28 -0.45
C 8.940 -3.812 0.326 -0.39 0.35 -0.09
C 5.294 4.221 1.220 -0.33 0.03 0.11
C -10.568 -3.510 3.814 -0.13 0.09 0.08
C -2.239 4.394 -1.058 0.03 0.00 0.41
C 0.347 -1.531 -3.982 -0.20 0.04 0.23
C 4.240 5.392 3.045 -0.25 -0.15 -0.08
H -7.644 -0.970 2.845 0.00 0.02 0.02
H 7.640 6.247 2.817 0.01 -0.01 -0.02
H 9.974 -0.654 -0.386 -0.01 0.22 -0.05
H 5.787 1.364 0.377 -0.22 0.08 -0.09
H 11.551 -1.760 -1.599 -0.13 0.02 -0.16
H -8.399 -5.289 2.471 0.03 -0.01 0.00
H -11.386 -4.161 4.086 0.01 -0.02 -0.01
H 9.340 -4.796 0.524 0.07 -0.10 0.02
H -10.640 0.146 4.463 -0.03 0.00 0.02
H 13.199 -0.228 -0.752 0.08 0.05 -0.06
H -0.561 -0.801 -5.423 0.02 -0.01 -0.04
H -3.670 7.026 -2.845 0.00 -0.02 -0.02
H 3.203 4.024 1.790 -0.02 0.02 0.01
H -4.548 1.909 1.968 -0.02 -0.03 0.03
H 12.987 -2.651 -1.162 0.04 -0.15 -0.15
H -10.872 -2.850 -1.566 0.01 -0.01 0.02
H 3.794 -3.506 -1.831 -0.04 0.13 0.00
H 13.513 -1.191 0.677 0.03 -0.08 0.21
H -1.957 4.346 1.096 -0.04 0.01 0.03
H 6.895 -4.439 0.516 -0.18 -0.05 0.02
H -9.475 0.186 -4.410 -0.03 0.00 0.00
H 4.233 -0.512 0.848 -0.27 -0.18 -0.13
H 7.284 3.902 0.131 0.03 -0.02 -0.03
H -5.628 -2.310 1.409 0.02 -0.07 0.01
H 3.413 -2.628 -5.279 0.02 -0.02 0.02
H -1.627 0.614 0.358 -0.03 0.03 -0.01
H -2.710 -3.608 -0.210 0.03 -0.01 -0.01
H -3.449 7.578 1.506 -0.02 0.03 -0.01
H -7.819 -3.834 0.028 -0.01 0.02 0.08
H 11.469 -4.070 -0.253 -0.03 -0.24 0.04
H -2.179 3.794 -3.250 0.01 -0.03 0.00
H -6.415 -0.802 -2.835 -0.01 0.01 -0.01
H -0.298 -1.677 -1.958 0.18 -0.05 -0.13
H 3.578 6.366 4.475 0.02 0.03 0.02
H 11.986 -0.316 0.499 -0.05 0.05 0.23
```
Positions in Å, forces in eV/Å.

- F_max: 1.0 eV/A
- SMILES string: CC[C@@H](Cl)c1ccc2c(c1)C(=O)C=CC2=O.O=C1C=C(O)C(=O)C=C1O.O=C1C=C(O)C(=O)C=C1O.O=C1C=C(O)C(=O)C=C1O.O=C1C=C(O)C(=O)C=C1O.O=C1C=C(O)C(=O)C=C1O.O=C1C=C(O)C(=O)C=C1O
- Charge: 0
- Gap between HOMO and LUMO: 7.587 eV
- HOMO level: -9.25 eV


Q: Which of these has the highest F_max?
A: C19H38NO4P3Pd


Q: Which value of F_max does entry 2 give?
A: 5.6 eV/A